(1)
Here is one molecule with the formula C5H7N at a distorted geometry from OMol25. Energies are from ωB97M-V with the def2-TZVPD basis set.

## Properties
DFT total energy	-6785.1200	eV
ΔE to the lowest compared entry with this formula, charge and spin	327.3	kJ/mol
SMILES	C#CC(=C)CN
E_HOMO	-0.31964	Eh
strongest force on any atom	6.3	eV/A
HOMO-LUMO gap	9.7	eV

```
! wB97M-V def2-TZVPD RIJCOSX def2/J DEFGRID3
* xyz 0 1
C -0.8111 -0.6326 0.7084
C 0.2480 0.3991 0.2533
C -0.0808 1.6613 -0.0691
C 1.5781 -0.2883 0.1564
C 2.6404 -0.6544 -0.1481
H -2.4185 -0.3441 -0.6685
H -0.9668 -1.0474 -1.3403
H -0.4186 -1.5544 1.2271
H -1.3944 -0.1004 1.4056
H 0.7227 2.2782 -0.4202
H -1.1334 2.0595 -0.0784
H 3.6243 -0.8212 -0.5070
N -1.5898 -0.9554 -0.5193
*
```

(2)
Here is C35H55CaN4OP2 as an isolated structure at a distorted geometry from OMol25. Energies are from ωB97M-V with the def2-TZVPD basis set.

## Properties
DFT total energy	-82202.9656	eV
ΔE to the lowest compared entry with this formula, charge and spin	443.1	kJ/mol
E_HOMO	-0.35412	Eh
strongest force on any atom	16.2	eV/A
HOMO-LUMO gap	5.9	eV

```
! wB97M-V def2-TZVPD RIJCOSX def2/J DEFGRID3
* xyz 1 1
C 2.2903 -1.2237 -1.7449
C 1.2052 0.6332 -2.7552
C 3.1333 -1.3605 -2.8527
C 2.0190 0.5163 -3.8963
C 3.0019 -0.4737 -3.9353
H 3.8724 -2.1660 -2.8724
H 1.8748 1.2060 -4.7328
H 3.6548 -0.5705 -4.8086
N 1.3722 -0.2145 -1.6939
P 0.5544 -2.3473 0.1330
P -0.0888 2.2562 -0.8809
C 2.2948 -2.1968 -0.5903
H 2.7519 -3.1549 -0.8915
H 2.8903 -1.7820 0.2456
C 0.0316 1.5595 -2.6556
H 0.0554 2.3150 -3.4534
C -1.7190 3.2863 -0.8311
C 1.4100 3.4408 -0.7079
C -0.3728 -3.5501 -1.0328
C 0.8349 -3.2071 1.8207
C -2.8027 2.4618 -0.1005
H -2.6893 2.5466 0.9907
H -3.7916 2.8745 -0.3766
H -2.7767 1.3949 -0.3572
C -1.5317 4.5775 -0.0078
H -1.2534 4.3547 1.0358
H -0.7877 5.2648 -0.4396
H -2.5010 5.1091 0.0130
C -2.2011 3.6402 -2.2502
H -2.8468 4.5370 -2.1993
H -1.3712 3.8617 -2.9399
H -2.8017 2.8254 -2.6803
C 1.4226 4.0602 0.7090
H 0.8158 3.4655 1.4084
H 2.4647 4.0547 1.0800
H 1.0691 5.0994 0.7275
C 2.7100 2.6168 -0.8525
H 2.6297 1.6305 -0.3721
H 2.9995 2.4774 -1.9051
H 3.5237 3.1734 -0.3518
C 1.4253 4.5421 -1.7864
H 0.6269 4.4171 -2.5347
H 1.2708 5.5230 -1.2987
H 2.3949 4.5828 -2.3135
C -0.5363 -3.3867 2.5063
H -0.3890 -3.9261 3.4604
H -0.9942 -2.4099 2.7377
H -1.2435 -3.9723 1.8982
C 1.6853 -2.2869 2.7171
H 2.6055 -1.9428 2.2185
H 1.1179 -1.4018 3.0408
H 1.9838 -2.8604 3.6147
C 1.5761 -4.5544 1.6919
H 2.3042 -4.5343 0.8628
H 2.1468 -4.7343 2.6223
H 0.9031 -5.4096 1.5434
C 0.0335 -3.1630 -2.4681
H 1.0586 -3.4892 -2.7119
H -0.6535 -3.6608 -3.1770
H -0.0506 -2.0779 -2.6225
C -1.8805 -3.2557 -0.8597
H -2.2609 -2.7156 -1.7448
H -2.4229 -4.2164 -0.7684
H -2.0907 -2.6632 0.0449
C -0.0779 -5.0489 -0.8479
H 1.0053 -5.2628 -0.8609
H -0.5082 -5.4614 0.0782
H -0.5320 -5.5984 -1.6942
Ca 0.0000 0.0000 0.0000
C 1.4020 0.4183 1.2494
O 2.1833 0.7811 2.0599
N -1.3983 -0.1665 -1.6734
C -1.2057 0.5633 -2.6969
C -2.0444 0.4307 -4.0055
C -1.6695 1.4549 -5.0939
C -1.8116 -0.9868 -4.5753
C -3.5410 0.5672 -3.6479
H -1.8048 2.4973 -4.7573
H -0.6232 1.3312 -5.4254
H -2.3148 1.3080 -5.9784
H -2.1619 -1.7422 -3.8554
H -2.3655 -1.1128 -5.5239
H -0.7401 -1.1652 -4.7742
H -4.0393 1.2640 -4.3466
H -4.0277 -0.4194 -3.7164
H -3.6826 0.9522 -2.6238
N -0.3467 1.4656 6.4521
C -0.9003 1.0981 5.5164
C -1.5991 0.6339 4.3350
C -2.8788 0.1064 4.3956
C -3.4756 -0.3861 3.2321
C -2.7617 -0.3702 2.0184
N -1.5014 0.1440 1.9679
C -0.9312 0.6491 3.1108
H -3.4030 0.0690 5.3449
H -4.4705 -0.8064 3.2837
H -3.2096 -0.7955 1.1322
H 0.0580 1.0490 3.1174
*
```

(3)
Here is a 2-piece molecular cluster, C2H3Br3ClP overall at a distorted geometry from OMol25. Energies are from ωB97M-V with the def2-TZVPD basis set.

## Properties
DFT total energy	-234060.2816	eV
ΔE to the lowest compared entry with this formula, charge and spin	222.0	kJ/mol
E_HOMO	-0.34184	Eh
strongest force on any atom	4.1	eV/A
HOMO-LUMO gap	9.2	eV

```
! wB97M-V def2-TZVPD RIJCOSX def2/J DEFGRID3
* xyz 0 1
C -1.3437 -0.0975 0.2221
C 0.4878 0.5860 -0.5633
P 1.9391 -0.4510 -0.0106
Cl 0.2507 0.6314 -2.3395
Br 0.5858 2.4308 0.1148
Br 1.4877 -0.4040 2.1455
Br 1.1971 -2.4284 -0.4911
H -2.0085 -0.2125 -0.7494
H -1.7054 0.8271 0.7961
H -0.8905 -0.8820 0.8753
*
```

(4)
Here is C76H72Cl2HfN2O3PSi as an isolated structure at a distorted geometry from OMol25. Energies are from ωB97M-V with the def2-TZVPD basis set.

## Properties
DFT total energy	-132631.8619	eV
ΔE to the lowest compared entry with this formula, charge and spin	0.0	kJ/mol
E_HOMO	-0.13162	Eh
strongest force on any atom	2.1	eV/A
HOMO-LUMO gap	5.7	eV

```
! wB97M-V def2-TZVPD RIJCOSX def2/J DEFGRID3
* xyz -1 1
Hf 0.4453 -0.6756 0.8812
O 0.2830 0.3470 2.5322
C 0.7409 1.2672 3.4458
C 0.8770 2.6107 2.6790
C 2.0172 2.5150 1.7064
C 3.1913 3.2016 1.9940
C 4.2924 3.0359 1.1816
C 4.1681 2.2284 0.0682
C 2.9563 1.6027 -0.1941
C 2.7992 0.8240 -1.4705
C 2.8098 -0.7067 -1.2753
O 1.6366 -1.0538 -0.6432
C 4.0547 -1.1770 -0.5050
C 3.9235 -2.1087 0.5197
C 5.0555 -2.6113 1.1520
C 6.3216 -2.1798 0.7850
C 6.4552 -1.2457 -0.2350
C 5.3299 -0.7658 -0.8860
C 2.8672 -1.4452 -2.6260
C 3.1452 -0.8401 -3.8444
C 3.1860 -1.5888 -5.0183
C 2.9496 -2.9520 -4.9850
C 2.6658 -3.5644 -3.7680
C 2.6267 -2.8181 -2.6051
N 1.8946 1.7109 0.6324
C 2.1200 0.9159 4.0257
C 2.9217 -0.0761 3.4782
C 4.2123 -0.2818 3.9496
C 4.7119 0.4928 4.9851
C 3.9032 1.4637 5.5633
C 2.6180 1.6699 5.0872
C -0.2608 1.3369 4.6012
C -1.0084 2.4593 4.9195
C -1.9668 2.4073 5.9299
C -2.1852 1.2297 6.6235
C -1.4341 0.0987 6.3118
C -0.4813 0.1549 5.3116
H -0.0586 2.7853 2.1489
H 1.0610 3.4358 3.3679
H 3.2305 3.8410 2.8653
H 5.2274 3.5349 1.4036
H 4.9978 2.0924 -0.6109
H 1.8196 1.0530 -1.8906
H 3.5758 1.1464 -2.1628
H 2.9306 -2.4304 0.8290
H 4.9434 -3.3534 1.9336
H 7.1996 -2.5677 1.2870
H 7.4386 -0.9013 -0.5325
H 5.4565 -0.0799 -1.7166
H 3.3282 0.2250 -3.9098
H 3.4036 -1.0976 -5.9594
H 2.9861 -3.5352 -5.8967
H 2.4709 -4.6290 -3.7307
H 2.3975 -3.2887 -1.6570
H 2.5278 -0.7222 2.7013
H 4.8258 -1.0494 3.4947
H 5.7186 0.3329 5.3515
H 4.2753 2.0635 6.3854
H 1.9898 2.4233 5.5500
H -0.8688 3.3863 4.3793
H -2.5504 3.2907 6.1595
H -2.9427 1.1852 7.3963
H -1.6009 -0.8358 6.8328
H 0.0768 -0.7359 5.0438
Cl -3.1615 3.5412 2.4436
C -3.1322 1.8468 1.9131
Cl -1.8927 1.5348 0.6989
H -4.0911 1.6254 1.4591
H -2.9265 1.2228 2.7767
C -2.8090 -3.7480 -3.2671
C -1.6727 -2.9866 -2.5787
C -0.6701 -3.9971 -2.0017
C -0.9194 -2.1258 -3.5912
Si -2.3032 -1.9484 -1.1179
O -1.1228 -1.1019 -0.4397
C -3.7643 -0.8221 -1.5891
C -4.0556 -0.3896 -2.8843
C -5.1480 0.4285 -3.1556
C -5.9800 0.8424 -2.1267
C -5.7079 0.4354 -0.8256
C -4.6184 -0.3847 -0.5688
C -3.0469 -3.2179 0.0704
C -4.3887 -3.6103 0.0513
C -4.8703 -4.5723 0.9298
C -4.0144 -5.1603 1.8534
C -2.6763 -4.7943 1.8837
C -2.2008 -3.8411 0.9936
H -2.4038 -4.3867 -4.0613
H -3.5387 -3.0711 -3.7196
H -3.3411 -4.3891 -2.5601
H -0.2146 -4.5742 -2.8155
H -1.1511 -4.6968 -1.3161
H 0.1270 -3.4842 -1.4591
H -0.4452 -2.7566 -4.3548
H -0.1297 -1.5558 -3.0946
H -1.5689 -1.4207 -4.1086
H -3.4253 -0.6928 -3.7093
H -5.3446 0.7457 -4.1736
H -6.8372 1.4718 -2.3346
H -6.3546 0.7496 -0.0136
H -4.4290 -0.7111 0.4500
H -5.0714 -3.1523 -0.6574
H -5.9154 -4.8584 0.8982
H -4.3931 -5.8964 2.5527
H -2.0021 -5.2280 2.6128
H -1.1536 -3.5531 1.0333
C -1.9467 -1.5874 2.7555
C -1.0725 -2.6441 3.3914
C -1.5795 -3.3096 4.5016
C -0.8752 -4.3082 5.1538
C 0.3849 -4.6440 4.6607
C 0.9274 -3.9997 3.5658
C 2.2931 -4.3610 3.0580
C 0.2297 -2.9484 2.8831
N 0.8188 -2.3593 1.8133
H -2.9748 -1.9446 2.6525
H -1.5843 -1.3335 1.7570
H -1.9404 -0.6830 3.3668
H -2.5686 -3.0301 4.8569
H -1.2931 -4.8209 6.0113
H 0.9583 -5.4280 5.1481
H 2.6744 -5.2603 3.5469
H 2.9956 -3.5397 3.2355
H 2.2658 -4.5163 1.9763
C -1.3507 1.1832 -6.4308
C -0.1665 0.8996 -5.7654
C 0.0397 1.3884 -4.4864
C -0.9163 2.1820 -3.8513
C -2.0968 2.4681 -4.5318
C -2.3135 1.9646 -5.8087
P -0.3604 2.8860 -2.2332
C 0.6285 4.2336 -3.0427
C 1.9988 4.2837 -2.8155
C 2.7941 5.2300 -3.4560
C 2.2209 6.1333 -4.3335
C 0.8481 6.0957 -4.5637
C 0.0607 5.1543 -3.9247
C -1.7682 3.9311 -1.6698
C -1.4862 5.1626 -1.0769
C -2.4969 5.9380 -0.5275
C -3.8094 5.4911 -0.5532
C -4.0981 4.2528 -1.1068
C -3.0852 3.4725 -1.6449
H -1.5255 0.7912 -7.4249
H 0.5888 0.2763 -6.2280
H 0.9644 1.1472 -3.9733
H -2.8546 3.0896 -4.0760
H -3.2406 2.1927 -6.3215
H 2.4496 3.5812 -2.1234
H 3.8596 5.2579 -3.2639
H 2.8352 6.8681 -4.8386
H 0.3924 6.8004 -5.2484
H -1.0060 5.1275 -4.1127
H -0.4642 5.5218 -1.0490
H -2.2561 6.8935 -0.0782
H -4.5973 6.0890 -0.1126
H -5.1139 3.8768 -1.1081
H -3.3253 2.4864 -2.0207
*
```